1.
The following is a quantum chemistry calculation of 7 unconnected molecules or ions with the total composition H14O7, from the OMol25 dataset.

Structure (XYZ):
```
21
Properties=species:S:1:pos:R:3:forces:R:3:lowdin_charge:R:1
H -15.52770 21.18990 2.62564 0.20 0.12 -0.06 0.029
O -17.66279 15.25455 10.04787 0.16 -0.19 -0.26 -0.046
H -15.30427 16.49338 6.86796 -0.03 -0.38 0.03 0.010
O -14.94269 17.37010 6.73815 0.22 0.12 0.14 -0.042
H -16.60998 20.71250 3.57045 -0.20 -0.06 0.33 0.007
O -18.31125 20.28025 5.77626 0.31 -0.04 -0.06 -0.047
H -18.14871 15.20022 10.87076 -0.08 -0.08 0.24 0.035
H -18.72744 21.13907 5.85011 -0.08 0.26 0.05 0.034
H -12.10039 13.97937 6.19761 0.14 0.02 -0.22 0.034
H -15.61970 17.83911 6.25038 -0.13 0.21 -0.16 0.028
O -16.23257 13.93302 7.01099 0.26 0.22 -0.22 -0.042
H -19.04105 19.66148 5.74868 -0.17 -0.19 -0.06 0.032
H -16.80709 14.16494 7.74063 -0.13 0.08 0.44 0.015
H -12.37538 17.73393 7.97748 -0.32 0.05 -0.14 0.013
H -16.45823 13.02546 6.80693 -0.04 -0.22 -0.10 0.039
O -16.24876 20.56436 2.69649 -0.06 -0.11 -0.20 -0.055
O -12.48149 14.00020 7.07543 0.21 0.06 0.21 -0.046
O -11.53759 17.42927 8.32609 0.27 0.21 0.15 -0.056
H -18.08102 15.97006 9.56897 -0.07 0.26 -0.10 0.032
H -11.51847 16.49429 8.12198 -0.07 -0.34 -0.07 0.012
H -13.41618 13.84909 6.93490 -0.40 0.02 0.05 0.012
```
Positions in Å, forces in eV/Å.

Output
E_tot: -14559.61922 eV
energy relative to the best compared isomer or geometry (same formula, charge and spin): 1.8422 eV
molecular weight: 126.1 g/mol
SMILES string: O.O.O.O.O.O.O
lowest unoccupied orbital energy: 0.13 eV
HOMO: -10.6 eV

***

2.
The following is a quantum chemistry calculation of a molecular structure, H14O7Pd in a non-equilibrium geometry, from the OMol25 dataset.

Structure (XYZ):
```
22
Properties=species:S:1:pos:R:3:forces:R:3:lowdin_charge:R:1
O 1.07853 1.77702 -0.74980 0.16 0.30 -0.67 -0.072
H 0.95572 1.97198 -1.67885 -0.06 -0.01 -0.39 0.078
H -0.35782 -0.90205 -2.74883 0.11 -0.36 -0.28 0.076
O -1.93247 -0.99988 -0.28774 -0.07 -0.12 -0.17 -0.071
H -0.02748 -1.75488 2.41933 0.40 -0.29 0.18 0.094
H 1.13050 -2.55366 -0.62506 -0.15 -0.48 0.23 0.090
O -1.32211 1.68236 0.58104 0.13 -0.23 0.06 -0.051
H 1.79494 0.98342 2.40442 -0.19 0.32 0.31 0.087
H 1.98640 -1.69119 -1.52810 0.37 0.36 -0.38 0.094
H 2.62067 -0.19807 1.94167 0.39 -0.38 -0.19 0.090
Pd 0.17140 -0.00031 0.10899 0.52 0.15 1.21 1.208
O -0.47988 -1.03882 1.97343 -0.14 -0.05 0.11 -0.065
H -2.24421 -1.10401 -1.18674 -0.15 -0.04 -0.43 0.073
H -1.39581 -1.13401 2.23467 -0.41 -0.05 0.05 0.083
O 1.85497 0.32749 1.70989 -0.23 0.20 -0.42 -0.043
H -2.27733 1.62624 0.55576 -0.39 -0.13 -0.10 0.081
H -2.71923 -0.79292 0.21664 -0.40 -0.08 0.23 0.076
O -0.29185 -0.06411 -2.29086 -0.07 0.05 -0.18 -0.066
H 1.67977 2.45430 -0.43990 0.41 0.10 0.47 0.099
H -0.52772 0.58879 -2.94989 -0.26 0.32 -0.34 0.087
H -1.14163 2.47918 1.07976 0.27 0.39 0.22 0.090
O 1.44456 -1.65676 -0.73978 -0.23 0.03 0.48 -0.041
```
Positions in Å, forces in eV/Å.

Output
E_tot: -18022.61782 eV
2S+1: 3
energy relative to the best compared isomer or geometry (same formula, charge and spin): 0.5899 eV
molecular weight: 232.5 g/mol
lowest unoccupied orbital energy (spin up / spin down): -6.77 / -9.32 eV
HOMO (spin up / spin down): -19.0 / -18.7 eV
charge: +2

***

3.
The following is a quantum chemistry calculation of a molecular structure, H15LiO8 in a non-equilibrium geometry, from the OMol25 dataset.

Structure (XYZ):
```
24
Properties=species:S:1:pos:R:3:forces:R:3:lowdin_charge:R:1
H -1.36696 -0.68296 2.49933 2.41 -0.74 0.18 0.109
H -2.54996 -0.22096 -2.30467 3.28 -1.32 -1.39 0.134
H -1.14696 -0.07296 -1.85167 0.98 0.93 0.76 -0.073
O -0.94296 0.78604 -0.24667 3.29 0.19 -1.59 -0.404
O -0.50996 -1.24996 2.48433 -1.63 3.88 -0.07 -0.066
H 1.00204 1.24804 1.34533 3.01 -1.56 0.97 0.052
H -1.59896 -1.53296 -0.70867 -0.31 -0.27 -1.80 -0.024
H 2.39304 -2.10896 -0.92767 -0.57 0.06 -0.12 0.060
H -0.89896 -3.08696 -0.79367 -0.96 2.16 0.12 0.101
H -0.94896 -2.05296 2.41333 -0.76 -3.07 -0.34 -0.008
H 2.57204 -1.86596 0.54633 -1.83 -0.03 -0.95 0.093
O 0.16604 2.71304 1.46533 -1.69 -2.29 -0.89 -0.109
H 0.56804 2.86404 -2.37967 -0.43 0.34 0.05 0.007
O 0.77004 1.96804 -2.12867 -1.76 -1.80 2.11 -0.129
O 1.80404 0.54604 1.48933 -6.50 -0.95 1.31 -0.102
O -1.56296 -0.56096 -2.55467 -4.53 0.59 0.38 -0.120
H 0.81604 3.22104 0.99833 0.35 0.38 -0.67 0.031
H -0.28096 2.02304 0.78433 0.62 1.96 0.80 0.049
H -1.60696 0.60204 0.34033 -2.99 -0.38 2.08 -0.078
O 1.83904 -1.98796 -0.14067 2.16 0.07 1.06 -0.114
H 0.00304 1.60304 -1.47667 2.16 1.57 -1.98 0.045
Li 0.16504 -0.76096 0.27533 0.52 -0.07 0.40 0.696
O -1.22596 -2.29496 -0.28067 1.24 -1.90 1.61 -0.109
H 2.54204 0.90504 1.15233 3.95 2.24 -2.01 -0.041
```
Positions in Å, forces in eV/Å.

Output
E_tot: -16829.42689 eV
energy relative to the best compared isomer or geometry (same formula, charge and spin): 0.5355 eV
molecular weight: 150.1 g/mol
lowest unoccupied orbital energy: -0.07 eV
HOMO: -10.3 eV

***

4.
The following is a quantum chemistry calculation of 7 unconnected molecules or ions with the total composition H15NO6 in a non-equilibrium geometry, from the OMol25 dataset.

Structure (XYZ):
```
22
Properties=species:S:1:pos:R:3:forces:R:3:lowdin_charge:R:1
O 0.70945 1.09773 3.59809 0.95 -0.42 0.88 -0.075
H 1.24661 0.57292 4.22952 -0.85 0.24 -0.28 0.057
O -0.32702 -2.32629 -3.34076 0.05 -0.43 0.52 -0.089
H -0.42823 -2.74321 -2.44864 -0.59 0.39 -1.11 0.027
H 1.43414 1.47159 3.08359 -0.23 0.12 -0.52 0.014
H 1.14332 0.33401 -3.20326 -1.27 -0.50 1.27 0.067
O -0.43813 -1.00827 1.38280 2.08 0.88 -1.56 -0.093
H 1.11107 1.59433 0.66123 -0.53 0.67 -0.64 -0.008
H 2.14250 0.53114 0.16068 -0.46 0.45 0.46 0.074
O 1.64559 0.84492 0.94116 0.91 -1.01 -0.17 -0.082
H -0.79559 2.49690 -0.73394 -0.26 -1.08 0.93 0.043
H 0.33210 -0.51979 -2.12680 0.04 -0.83 -0.36 -0.011
H -1.18503 -2.29797 -3.80026 0.46 -0.16 0.79 0.052
H -2.09461 -3.40767 -0.01635 1.02 0.89 -1.21 0.086
H -0.94872 2.59070 0.96787 -1.78 -0.32 1.44 -0.002
O -1.49497 -2.78847 -0.52531 -2.72 -4.08 -2.23 -0.039
N -0.42459 2.77937 0.17940 2.02 1.35 -3.44 0.045
O 0.44669 0.34910 -2.49163 1.20 1.57 -0.92 -0.082
H 0.34980 -0.34845 1.21966 -1.78 -1.37 0.64 0.050
H -0.85159 -0.74805 2.18639 -0.26 0.51 1.01 0.010
H -1.20841 -2.24874 0.13092 1.84 3.23 3.31 -0.085
H -0.36437 3.77422 -0.05437 0.16 -0.10 1.19 0.039
```
Positions in Å, forces in eV/Å.

Output
E_tot: -14018.79297 eV
energy relative to the best compared isomer or geometry (same formula, charge and spin): 1.0432 eV
molecular weight: 125.1 g/mol
SMILES string: N.O.O.O.O.O.O
lowest unoccupied orbital energy: 0.61 eV
HOMO: -10.7 eV

***

5.
The following is a quantum chemistry calculation of 7 unconnected molecules or ions with the total composition H15NO6 in a non-equilibrium geometry, from the OMol25 dataset.

Structure (XYZ):
```
22
Properties=species:S:1:pos:R:3:forces:R:3:lowdin_charge:R:1
O 0.49757 1.52014 -2.16605 0.05 -0.23 0.05 -0.047
H 2.49339 -0.68742 -1.07665 0.03 0.05 0.13 0.078
H -2.02732 0.26965 -0.98029 -0.19 -0.60 -0.70 0.026
H 0.25798 1.86712 0.32375 0.50 -1.00 -0.28 0.102
H -1.25427 -2.15453 1.98362 -0.02 -0.24 -0.19 0.067
O -2.39063 -1.67156 -1.04595 0.74 0.44 0.84 -0.061
N 0.21866 1.50360 1.29069 -0.39 2.61 -0.60 0.422
H -0.74839 1.67602 1.58652 0.17 -1.04 0.55 0.126
H 0.90993 1.97455 1.88508 0.15 -0.81 0.17 0.138
O 1.93142 -0.96071 1.90546 0.13 0.79 0.22 -0.001
H 2.03065 -0.29683 1.21149 -0.07 -0.14 -0.95 -0.014
H 2.75920 -0.82565 2.39013 -0.17 -0.44 0.37 0.087
O 2.26337 0.16805 -0.69089 0.34 -0.42 0.78 -0.034
H 0.15038 -1.74305 1.56088 -0.19 -0.45 -0.30 0.009
H -2.39107 -2.39730 -1.66852 -0.07 -0.17 -0.26 0.054
H -1.72346 -1.91197 -0.36068 -0.46 -0.03 -0.40 0.013
O -0.66704 -2.15443 1.21506 0.19 0.67 0.50 -0.051
H 0.53049 1.44425 -3.12373 0.12 0.17 -0.15 0.082
O -1.87703 1.22913 -0.92584 0.14 -0.53 0.60 -0.043
H -2.26546 1.36622 -0.06231 -0.51 0.62 0.14 0.048
H 1.68232 0.59297 -1.33714 -0.43 0.41 -0.50 -0.013
H -0.38068 1.19175 -1.91463 -0.06 0.33 -0.02 0.012
```
Positions in Å, forces in eV/Å.

Output
E_tot: -14009.61462 eV
2S+1: 2
energy relative to the best compared isomer or geometry (same formula, charge and spin): 0.0000 eV
molecular weight: 125.1 g/mol
lowest unoccupied orbital energy (spin up / spin down): -3.79 / -9.87 eV
HOMO (spin up / spin down): -14.7 / -14.7 eV
charge: +1

***

6.
The following is a quantum chemistry calculation of 7 unconnected molecules or ions with the total composition H15O7 in a non-equilibrium geometry, from the OMol25 dataset.

Structure (XYZ):
```
22
Properties=species:S:1:pos:R:3:forces:R:3:lowdin_charge:R:1
O -0.80565 0.57948 -2.54535 -0.10 -0.03 0.10 -0.051
H 3.26603 -3.82757 -1.36336 0.22 -0.06 -0.22 0.024
H -0.16213 0.09959 -3.07454 0.02 0.00 -0.03 0.041
H -1.26648 1.39196 1.07983 -0.11 0.66 -0.29 0.072
O -1.05425 0.67213 0.43291 0.28 -1.48 1.21 0.089
O -3.51780 -0.26274 0.48506 0.19 -0.22 -0.28 -0.014
H -1.39688 3.73660 1.96207 0.14 -0.20 -0.12 0.086
H -1.85654 0.06601 0.46486 -0.38 0.66 -0.39 0.091
O 2.34286 0.18319 -0.50009 0.36 -0.15 -0.14 -0.022
O -1.59424 2.79319 2.04343 -0.22 0.00 0.04 -0.020
H -0.26150 0.09404 1.03891 0.22 0.99 -0.31 0.091
H -3.62496 -0.92091 -0.21657 -0.13 -0.05 0.13 0.089
H 2.71359 0.98308 -0.89967 -0.18 -0.04 0.17 0.090
H -0.42245 0.65548 -1.66648 0.08 0.01 -0.10 -0.014
H 3.79721 -5.00989 -2.14600 0.17 0.40 -0.10 0.047
O 0.85305 -0.18620 1.67662 -0.02 -0.56 -0.47 0.050
H 1.54752 -0.12609 0.96389 -0.09 0.33 0.36 0.059
O 3.88382 -4.04456 -2.07682 -0.41 -0.35 0.35 -0.071
H -2.49770 2.76898 2.38102 0.03 -0.02 0.12 0.078
H 3.01913 -0.49049 -0.65764 -0.09 0.01 -0.06 0.084
H 1.09467 0.36426 2.42875 0.07 0.04 0.01 0.117
H -4.05728 0.48046 0.18916 -0.03 0.04 0.02 0.084
```
Positions in Å, forces in eV/Å.

Output
E_tot: -14569.89309 eV
energy relative to the best compared isomer or geometry (same formula, charge and spin): 1.4467 eV
molecular weight: 127.1 g/mol
lowest unoccupied orbital energy: -3.11 eV
HOMO: -13.8 eV
charge: +1

***

7.
The following is a quantum chemistry calculation of 7 unconnected molecules or ions with the total composition H15O7 in a non-equilibrium geometry, from the OMol25 dataset.

Structure (XYZ):
```
22
Properties=species:S:1:pos:R:3:forces:R:3:lowdin_charge:R:1
O -2.04259 0.18821 1.31242 3.95 1.50 2.07 0.034
O 0.68777 0.62667 -0.61922 -4.69 2.81 4.00 0.239
H 0.37862 0.40846 0.37368 2.11 -0.24 -1.02 0.185
H -1.25200 1.93680 -1.95248 -0.18 1.06 -0.24 0.054
H 3.90324 -0.64417 -1.15485 -1.78 -0.29 0.18 0.100
O -0.86432 1.75203 3.34795 -2.32 0.56 2.85 -0.128
H -1.22232 1.17046 2.66842 -0.45 0.33 0.10 -0.055
H 0.95337 -2.46592 -2.48917 -0.97 -0.04 -0.01 0.058
O -1.56269 1.04276 -1.97232 -1.92 -1.26 -0.22 -0.045
H -1.64391 1.90303 4.06874 2.83 -0.65 -2.85 0.132
H -0.68186 -2.17327 -2.44179 1.87 -0.08 0.00 0.081
H -2.53896 1.02842 -2.23359 2.16 0.28 0.53 0.124
O 2.93757 -0.65916 -1.43472 2.48 1.00 -1.59 -0.084
O 1.01498 -0.66321 1.77435 -1.13 -0.30 0.41 -0.023
H 3.09910 -0.24809 -2.33713 -0.76 -0.72 1.23 0.097
H -2.06156 -0.56754 1.85972 -0.20 -1.45 0.86 0.054
H 1.84081 -0.36819 2.12494 1.29 0.56 -0.02 0.060
H -2.69682 0.10980 0.71592 -3.69 -0.36 -3.20 -0.001
H 1.14338 -0.03392 -1.03799 3.39 -3.84 -1.39 0.017
H -0.21998 0.43084 -0.95251 -0.86 0.71 -1.28 0.090
O 0.23761 -1.85808 -2.23573 -0.84 0.36 0.16 -0.071
H 0.59056 -0.91593 2.61537 -0.30 0.06 -0.59 0.083
```
Positions in Å, forces in eV/Å.

Output
E_tot: -14568.47768 eV
energy relative to the best compared isomer or geometry (same formula, charge and spin): 2.8621 eV
molecular weight: 127.1 g/mol
lowest unoccupied orbital energy: -3.08 eV
HOMO: -13.8 eV
charge: +1

***

8.
The following is a quantum chemistry calculation of a molecular structure, H16MgNO11 in a non-equilibrium geometry, from the OMol25 dataset.

Structure (XYZ):
```
29
Properties=species:S:1:pos:R:3:forces:R:3:lowdin_charge:R:1
H -0.24984 3.55667 5.60407 -0.07 0.16 0.23 0.030
H -1.88829 -3.48111 3.91443 0.14 0.01 -0.24 0.021
O -3.05311 -0.06327 -3.09149 0.60 0.63 0.00 -0.068
O -0.50578 -6.77816 1.38218 0.16 -0.10 -0.02 -0.051
H 4.20006 -1.38830 -0.82733 -0.12 0.06 0.34 0.024
Mg -0.53358 1.93116 -2.54462 0.31 -0.47 0.75 1.348
O 0.19206 -1.65655 1.36436 -0.75 -0.95 0.41 0.073
O 1.78653 0.31191 -4.03316 -0.70 0.53 0.35 -0.067
H 2.21272 4.60093 -2.66441 0.25 0.00 -0.28 0.054
H -2.88692 4.70841 -1.20903 -0.05 0.31 -0.13 0.047
H -1.38225 -6.95408 1.72436 -0.20 -0.11 0.15 0.029
H 5.31870 -1.36412 -1.84712 0.27 0.05 -0.04 0.028
H -3.17951 3.71661 -0.10330 -0.11 -0.22 0.32 0.053
H -3.33703 -0.93692 -2.82248 0.08 -0.36 0.22 0.055
H 2.53823 0.56119 -4.57076 0.26 0.20 -0.13 0.052
O 0.17545 2.89708 5.05607 0.17 -0.09 -0.04 -0.050
O 4.58055 -1.89373 -1.54566 -0.20 -0.08 -0.28 -0.052
O 1.91747 -0.44975 1.59954 1.60 0.36 0.95 0.103
H -2.32322 -2.77721 5.18221 -0.05 0.19 0.15 0.028
H 1.72738 -0.63860 -4.12929 -0.04 -0.41 0.10 0.054
N 0.81034 -0.63042 1.15144 1.07 -3.41 1.47 -0.690
O 0.36176 0.19438 0.42356 -2.08 4.50 -3.56 0.013
O 1.45517 4.34445 -2.13849 -0.64 -0.62 -0.21 -0.063
H 1.55672 4.82889 -1.31920 -0.06 0.10 0.39 0.056
O -2.04329 -3.62911 4.84733 -0.07 -0.20 0.09 -0.050
H -3.79736 0.29187 -3.57752 -0.26 0.13 -0.17 0.046
H -0.61190 -5.99555 0.84137 0.05 0.20 -0.12 0.022
H -0.34773 2.87725 4.25473 -0.10 -0.07 -0.18 0.020
O -2.69332 3.81608 -0.92181 0.53 -0.37 -0.51 -0.065
```
Positions in Å, forces in eV/Å.

Output
E_tot: -29702.51988 eV
molecular weight: 230.4 g/mol
lowest unoccupied orbital energy: -8.11 eV
HOMO: -11.2 eV
charge: +1